Record 1
Computed, not measured: 2 unconnected molecules or ions with the total composition C10H14N2O2 at a distorted geometry, with ωB97M-V with the def2-TZVPD basis set.

XYZ file:
```
28
Properties=species:S:1:pos:R:3:forces:R:3:lowdin_charge:R:1
C 2.275 -1.403 2.775 0.578 0.323 1.045 -0.0885
C 1.106 -2.151 2.633 0.702 1.148 -1.094 -0.0510
C 2.481 -0.169 2.190 -2.441 -1.558 -1.364 -0.0765
C 0.138 -1.709 1.769 2.538 1.277 0.287 -0.0214
C 1.557 0.241 1.245 -1.768 -1.635 0.347 -0.0067
C 0.375 -0.545 1.052 0.921 1.065 0.466 -0.2657
C -2.162 1.349 -1.162 -0.847 2.977 5.166 -0.0581
C 0.292 1.100 -1.648 1.586 0.583 2.664 -0.0433
C -1.379 -1.478 -0.936 3.738 0.177 4.236 0.1083
C -0.794 1.053 -0.485 1.605 0.548 -1.864 -0.4314
N -0.725 -0.090 0.357 -3.117 -3.252 -3.322 0.0760
N -2.527 -2.012 -0.267 -1.296 0.516 -0.038 -0.4056
O -3.524 -1.350 -0.529 -0.447 -0.426 0.253 0.0575
O -2.516 -2.959 0.504 0.615 0.397 -0.669 0.0664
H 3.111 -1.605 3.423 -0.240 -1.045 0.487 0.0972
H 0.913 -3.070 3.075 0.166 -1.502 1.195 0.0874
H 3.340 0.334 2.442 1.765 1.359 0.252 0.0795
H -0.740 -2.210 1.612 -1.974 -1.230 -0.131 0.0638
H 1.586 1.117 0.684 0.539 1.500 -0.554 0.0695
H -2.349 0.762 -1.964 -0.298 -1.413 -2.843 0.0095
H -3.080 1.100 -0.445 2.063 0.828 -1.279 0.1230
H -2.151 2.478 -1.395 -0.267 -1.874 0.071 0.1122
H 0.342 2.038 -2.229 0.370 0.097 1.008 0.0880
H -0.005 0.480 -2.387 -1.135 -2.572 -2.392 0.0102
H 1.305 0.656 -1.292 -1.555 1.311 -0.691 0.1038
H -1.584 -0.845 -1.710 -0.870 0.899 -1.844 0.0420
H -0.509 -2.131 -1.044 -0.535 -0.044 0.189 0.1302
H -0.446 1.768 0.226 -0.396 1.545 0.419 0.1238
```
Forces are in eV/Å.

Output
energy above the lowest of the compared OMol25 structures with the same formula, charge and spin	529.3	kJ/mol
electronic energy	-17665.6040	eV
multiplicity	1

=====

Record 2
Computed, not measured: 5 unconnected molecules or ions with the total composition C30H60BN2O13PS at a distorted geometry, with ωB97M-V with the def2-TZVPD basis set.

XYZ file:
```
108
Properties=species:S:1:pos:R:3:forces:R:3:lowdin_charge:R:1
C -1.947 -7.403 1.963 0.256 -0.039 -0.592 0.0249
C -1.634 -6.874 0.593 -0.850 -0.056 -0.862 -0.5187
O -2.457 -6.659 -0.272 1.055 -0.097 0.889 0.1189
O -0.289 -6.632 0.428 -0.524 0.386 0.643 -0.0315
C -0.081 -5.203 0.314 0.130 -0.055 -1.306 -0.2012
C 1.380 -4.880 0.458 0.200 -0.376 0.471 -0.1823
C 1.940 -4.880 1.887 -0.330 0.178 0.008 -0.1906
C 1.125 -4.193 2.992 0.697 0.225 0.060 -0.2605
C 1.333 -2.676 3.113 -0.245 -0.341 -0.060 -0.3403
P 0.906 -1.666 1.552 0.222 -0.018 0.415 0.8192
C 0.572 -0.874 -0.160 -0.435 0.112 -0.400 -0.3518
C -0.904 -0.740 -0.526 0.465 0.351 0.418 -0.2769
C -1.158 -0.312 -1.960 -0.225 -0.845 -0.185 -0.2677
C -0.581 -1.318 -2.948 0.348 -0.094 -0.665 -0.4619
S -1.584 -1.362 -4.480 -0.214 0.364 -0.189 0.9975
C -0.393 -1.946 -5.621 -0.650 -0.350 1.935 -0.7182
N -0.022 -1.485 -6.733 0.276 0.766 -1.433 0.0728
N 0.967 -2.357 -7.194 0.032 1.523 -2.061 0.0657
C 1.112 -3.238 -6.329 -0.338 -1.094 1.854 -0.1892
O 0.266 -3.066 -5.269 0.613 -0.784 0.101 0.0321
C 0.443 -0.136 2.456 0.461 0.207 -0.090 -0.1767
B 1.582 0.981 2.464 -0.413 -0.475 0.218 -0.7216
O 1.214 2.273 2.710 0.219 0.261 -0.746 0.1691
O 2.907 0.683 2.254 -0.246 -0.148 -0.424 0.1437
H -3.004 -7.593 2.064 -0.249 0.018 0.083 0.0841
H -1.588 -6.664 2.670 0.004 0.027 0.316 0.0829
H -1.381 -8.318 2.095 0.122 -0.143 0.207 0.0897
H -0.389 -4.923 -0.693 -0.147 0.068 -0.142 0.1217
H -0.730 -4.653 0.987 -0.037 -0.092 0.398 0.0991
H 1.576 -3.949 -0.062 -0.030 0.354 0.015 0.0832
H 1.920 -5.639 -0.103 0.100 -0.090 -0.213 0.1178
H 2.917 -4.404 1.869 0.251 0.054 -0.043 0.1075
H 2.127 -5.906 2.186 -0.088 -0.281 0.020 0.1048
H 0.069 -4.448 2.978 -0.263 -0.026 -0.252 0.0922
H 1.502 -4.595 3.928 -0.078 -0.163 0.143 0.0684
H 2.385 -2.509 3.344 0.218 0.170 0.010 0.0824
H 0.778 -2.357 3.996 -0.167 0.171 0.018 0.0709
H 2.263 -1.856 1.128 -0.080 0.094 -0.050 0.0448
H -0.140 -2.598 1.267 -0.167 0.089 -0.030 0.0363
H 1.048 -1.509 -0.910 0.199 -0.264 0.050 0.0607
H 1.060 0.099 -0.269 0.179 0.152 0.180 0.0833
H -1.373 0.005 0.112 -0.150 0.083 0.207 0.0993
H -1.394 -1.688 -0.302 -0.232 -0.171 -0.169 0.1013
H -0.723 0.658 -2.166 -0.061 0.307 0.013 0.1146
H -2.232 -0.264 -2.118 -0.235 0.251 -0.006 0.0962
H 0.416 -1.026 -3.258 0.222 0.017 0.032 0.0819
H -0.516 -2.330 -2.564 -0.154 -0.112 0.249 0.0747
H 1.789 -4.064 -6.307 0.183 -0.257 0.004 0.1316
H 0.192 -0.315 3.496 -0.051 -0.258 0.206 0.0798
H -0.439 0.322 2.015 -0.143 -0.064 -0.177 0.0705
H 0.334 2.429 2.350 -0.251 0.320 0.438 0.0953
H 3.216 1.271 1.556 0.526 0.234 0.363 0.1100
O -6.962 -0.732 -8.465 -0.074 -0.052 0.075 0.1049
C -5.779 -0.588 -8.594 0.072 0.268 -0.148 -0.5329
O -4.961 -0.942 -7.586 -0.089 -0.270 0.156 0.0020
C -3.536 -0.989 -7.712 0.246 0.151 -0.002 -0.2408
C -2.900 0.359 -7.451 -0.110 0.204 -0.078 -0.0789
C -5.189 0.054 -9.830 0.105 -0.380 -0.224 0.0089
H -3.247 -1.402 -8.679 -0.027 0.034 -0.016 0.1147
H -3.208 -1.704 -6.959 -0.131 -0.035 0.031 0.0945
H -3.219 1.101 -8.184 0.026 -0.044 -0.053 0.0671
H -1.814 0.279 -7.488 0.008 -0.048 0.021 0.0580
H -3.191 0.729 -6.467 0.027 -0.067 0.036 0.0748
H -5.194 1.135 -9.702 0.023 0.014 0.018 0.0935
H -5.820 -0.205 -10.677 -0.136 0.111 0.072 0.0883
H -4.181 -0.279 -10.065 0.045 0.145 0.095 0.0687
O -2.664 4.518 1.613 0.034 -0.168 0.004 0.0997
C -1.831 5.297 1.235 -0.135 0.347 0.199 -0.5285
O -0.592 4.835 0.976 0.096 -0.453 -0.144 -0.0152
C 0.433 5.615 0.353 0.212 0.239 0.041 -0.2275
C 1.200 6.438 1.364 -0.060 -0.037 0.214 -0.0601
C -2.105 6.776 1.124 -0.119 -0.082 -0.513 0.0116
H 0.021 6.225 -0.452 -0.058 0.043 0.069 0.1150
H 1.100 4.890 -0.113 -0.095 -0.110 0.028 0.1188
H 0.558 7.168 1.854 0.007 0.090 -0.113 0.0623
H 2.016 6.974 0.880 -0.024 0.028 -0.020 0.0749
H 1.613 5.788 2.137 0.037 -0.056 -0.072 0.0817
H -1.934 7.244 2.092 0.062 0.032 -0.008 0.0996
H -3.149 6.905 0.848 -0.058 -0.074 0.193 0.0922
H -1.510 7.283 0.371 0.151 0.068 0.186 0.0534
O -0.307 9.495 0.771 -0.003 -0.136 -0.023 0.1012
C 0.540 10.253 0.383 -0.006 0.331 0.167 -0.5148
O 1.768 9.772 0.116 -0.011 -0.309 -0.146 -0.0070
C 2.791 10.541 -0.524 0.204 0.192 0.018 -0.2326
C 3.580 11.365 0.472 -0.100 0.025 0.123 -0.0621
C 0.283 11.737 0.268 -0.088 -0.002 -0.439 0.0168
H 2.373 11.149 -1.327 -0.046 0.019 0.045 0.1131
H 3.445 9.809 -0.995 -0.080 -0.099 0.034 0.1230
H 2.951 12.102 0.972 0.006 0.048 -0.063 0.0684
H 4.395 11.889 -0.028 0.003 -0.013 -0.014 0.0829
H 4.000 10.721 1.245 0.042 -0.031 -0.046 0.0846
H 0.466 12.201 1.236 0.026 0.004 0.011 0.0976
H -0.760 11.879 0.000 -0.049 -0.056 0.173 0.0921
H 0.882 12.233 -0.492 0.108 0.028 0.134 0.0712
O 2.071 -4.388 6.116 0.087 0.054 0.012 0.1043
C 2.041 -5.427 6.713 -0.277 -0.008 0.209 -0.5188
O 2.399 -6.555 6.071 0.242 0.027 -0.218 0.0001
C 2.578 -7.812 6.728 -0.107 -0.214 0.097 -0.2361
C 1.273 -8.571 6.853 -0.112 0.104 0.009 -0.0631
C 1.531 -5.514 8.134 0.406 -0.001 0.196 0.0152
H 3.074 -7.679 7.690 -0.049 0.042 0.015 0.1124
H 3.268 -8.368 6.096 0.017 0.100 -0.078 0.1228
H 0.554 -8.034 7.472 0.036 -0.026 0.064 0.0677
H 1.444 -9.552 7.296 0.015 -0.003 -0.008 0.0819
H 0.820 -8.704 5.871 0.054 -0.040 -0.023 0.0820
H 0.448 -5.619 8.113 -0.012 -0.024 -0.007 0.0962
H 1.786 -4.586 8.639 -0.127 0.090 -0.106 0.0910
H 1.965 -6.326 8.712 -0.140 -0.086 -0.055 0.0700
```
Forces are in eV/Å.

Output
electronic energy	-82480.9861	eV
SMILES	CC(=O)OCCCCC[PH2](CCCCSc1nnco1)CB(O)O.CCOC(C)=O.CCOC(C)=O.CCOC(C)=O.CCOC(C)=O
multiplicity	1

=====

Looking at gap between HOMO and LUMO for the records above, in order, we have 7.24, 8.08 eV.
Looking at E_HOMO for the records above, in order, we have -8.169, -7.653 eV.